The following is a quantum chemistry calculation of 3 unconnected molecules or ions with the total composition C2H10NO4 at a distorted geometry, from the OMol25 dataset.

The calculation puts the HOMO energy at -15.19 eV. Its molecular weight is 112.1 g/mol. Its charge is +1. The value obtained for the largest force on an atom is 1.34 eV Å⁻¹. For the HOMO-LUMO gap, the calculation gives 11.86 eV.

Positions of all 17 atoms, in Å:
O -2.2936 0.9091 0.0307
C -1.5893 0.5394 0.9243
O -1.2000 1.1994 1.9973
C -0.9749 -0.8575 0.8720
N -0.5107 -1.0806 -0.5366
H -1.4949 2.1247 1.9862
H -0.1352 -0.9883 1.5464
H -1.6865 -1.6218 1.1792
H 0.2372 -1.7723 -0.6194
H -1.3315 -1.2330 -1.1090
H -0.0791 -0.1943 -0.8436
H 1.9496 -0.2378 -2.3931
H 2.9906 -0.7196 -1.2802
O 2.1233 -0.8363 -1.6614
H 1.5542 0.9277 0.3302
H 1.3873 2.3667 -0.1381
O 1.0536 1.4745 -0.2847

=====

The following is a quantum chemistry calculation of 2 unconnected molecules or ions with the total composition C2H10NO4P at a distorted geometry, from the OMol25 dataset.

The structure (SMILES) is O=P(O)(O)O.CCN. The calculation puts the HOMO energy at -9.67 eV. Its molecular weight is 143.1 g/mol. Its charge is 0. The value obtained for the largest force on an atom is 1.46 eV Å⁻¹. For the HOMO-LUMO gap, the calculation gives 10.20 eV.

Positions of all 18 atoms, in Å:
N -1.4633 1.1646 -1.1571
C -2.1669 -1.0043 -0.2757
C -2.5410 0.1673 -1.1702
H -1.7072 1.9610 -1.7562
H -1.3570 1.5433 -0.2095
H -1.2164 -1.4493 -0.6152
H -2.9490 -1.7814 -0.3037
H -2.0442 -0.6658 0.7669
H -2.6507 -0.1853 -2.2138
H -3.5183 0.5755 -0.8484
O 1.7525 0.8328 1.9373
O 2.3708 0.1934 -0.5089
O 2.5493 -1.5457 1.2408
O 4.1842 0.3095 1.1703
P 2.6190 0.0349 1.0565
H 1.4062 0.3570 -0.6899
H 2.3809 -1.7746 2.1944
H 4.3512 1.2671 1.3824

=====

The following is a quantum chemistry calculation of 2 unconnected molecules or ions with the total composition C2H10NOS2 at a distorted geometry, from the OMol25 dataset.

The calculation puts the HOMO energy at -13.52 eV. Its molecular weight is 128.2 g/mol. Its charge is +1. The value obtained for the largest force on an atom is 2.72 eV Å⁻¹. For the HOMO-LUMO gap, the calculation gives 9.85 eV.

Positions of all 16 atoms, in Å:
N 1.0231 1.0674 -0.0161
C 0.3067 -0.1041 -0.6984
C -1.1964 -0.0206 -0.3257
S -1.9407 1.5302 -0.3929
S -2.0771 1.8307 -2.4657
H 1.1283 1.0001 0.9953
H 1.9125 1.2973 -0.4469
H 0.3100 1.8353 -0.1221
H 0.4714 0.0201 -1.7683
H 0.8681 -0.9933 -0.4235
H -1.2573 -0.3741 0.7096
H -1.7635 -0.6654 -0.9941
H -1.0347 2.6736 -2.4611
H 1.4336 -3.3807 3.4142
H 0.4587 -2.6838 2.4782
O 1.3574 -3.0329 2.5177

=====

The following is a quantum chemistry calculation of 2 unconnected molecules or ions with the total composition C2H10NS, from the OMol25 dataset.

The spin multiplicity is 2. As for the expectation value of S²: 0.7505. The calculation puts the HOMO energy (alpha / beta) at -3.69 / -10.02 eV. Its molecular weight is 80.2 g/mol. Its charge is 0. The value obtained for the largest force on an atom is 0.56 eV Å⁻¹. For the HOMO-LUMO gap (alpha / beta), the calculation gives 4.41 / 10.61 eV.

Positions of all 14 atoms, in Å:
C 0.3017 -0.6503 -0.1402
C -0.4073 -1.9498 -0.4545
N -0.5311 -2.8063 0.7780
H 0.4487 -0.0932 -1.0660
H -0.2218 0.0053 0.5525
H 1.2831 -0.8204 0.3065
H -1.4234 -1.7622 -0.7932
H 0.1333 -2.5304 -1.1956
H 0.4186 -3.0715 1.1318
H -1.0357 -3.7049 0.5889
H -1.0211 -2.2953 1.5535
S 0.3739 2.9065 -0.2572
H 0.7164 2.6509 1.0123
H -0.9224 2.6957 0.0158

=====

The following is a quantum chemistry calculation of 2 unconnected molecules or ions with the total composition C2H10NS at a distorted geometry, from the OMol25 dataset.

The calculation puts the HOMO energy at -12.82 eV. Its molecular weight is 80.2 g/mol. Its charge is +1. The value obtained for the largest force on an atom is 2.81 eV Å⁻¹. For the HOMO-LUMO gap, the calculation gives 8.94 eV.

Positions of all 14 atoms, in Å:
N 0.5273 1.4603 2.1460
H 1.2897 1.3948 2.7915
H -0.2470 1.9767 2.6013
H 0.1950 0.4317 1.7808
H 0.6497 2.1753 1.3333
C -0.0966 -1.9430 -0.5835
S 0.0015 -0.2273 -0.0633
C -0.5449 0.5917 -1.7682
H -0.9249 -2.2514 -1.2644
H 0.8491 -1.8837 -1.1832
H 0.0338 -2.6305 0.2316
H -0.9613 -0.1110 -2.4858
H 0.4821 0.9575 -1.9664
H -1.2327 1.4628 -1.7375

=====

The following is a quantum chemistry calculation of 2 unconnected molecules or ions with the total composition C2H10NS2 at a distorted geometry, from the OMol25 dataset.

The calculation puts the HOMO energy at -11.70 eV. Its molecular weight is 112.2 g/mol. Its charge is +1. The value obtained for the largest force on an atom is 2.09 eV Å⁻¹. For the HOMO-LUMO gap, the calculation gives 8.03 eV.

Positions of all 15 atoms, in Å:
C 2.2997 -0.2071 -1.9807
N 1.4794 0.2603 -0.8025
H 1.8048 -0.0267 -2.9295
H 3.2824 0.2384 -1.8723
H 2.3387 -1.2841 -1.9049
H 0.4947 -0.0505 -0.7847
H 1.5254 1.2742 -0.6935
H 1.8418 -0.0970 0.0855
C -3.0900 0.4835 1.4622
S -1.8605 -0.2601 2.4854
S -0.3316 -0.7527 1.2618
H -4.0717 0.0558 1.6670
H -2.9246 0.4592 0.3866
H -3.1759 1.5648 1.6367
H 0.3877 -1.6580 1.9829

=====

The following is a quantum chemistry calculation of 4 unconnected molecules or ions with the total composition C2H10O4 at a distorted geometry, from the OMol25 dataset.

The structure (SMILES) is CC=O.O.O.O. The calculation puts the HOMO energy at -10.42 eV. Its molecular weight is 98.1 g/mol. Its charge is 0. The value obtained for the largest force on an atom is 5.21 eV Å⁻¹. For the HOMO-LUMO gap, the calculation gives 10.92 eV.

Positions of all 16 atoms, in Å:
O -2.5467 0.3105 0.6410
C -1.6467 0.3766 1.4709
C -0.6416 -0.8477 1.5937
H -1.5594 1.1474 2.1836
H -0.8041 -1.7486 1.0163
H -0.4428 -1.3618 2.5606
H 0.2363 -0.3880 1.2177
H -2.0587 0.1827 -2.5234
H -1.7701 -0.7780 -1.4242
O -1.3839 -0.3683 -2.1956
H 2.4792 -1.5342 -0.2153
H 2.0426 -0.4728 -1.2058
O 2.7194 -0.7009 -0.6170
H 2.5289 1.8479 -0.8737
H 1.0840 1.8816 -0.9412
O 1.7637 2.4536 -0.6877

=====

The following is a quantum chemistry calculation of 4 unconnected molecules or ions with the total composition C2H10O4, from the OMol25 dataset.

The structure (SMILES) is CC=O.O.O.O. The calculation puts the HOMO energy at -9.76 eV. Its molecular weight is 98.1 g/mol. Its charge is 0. The value obtained for the largest force on an atom is 0.80 eV Å⁻¹. For the HOMO-LUMO gap, the calculation gives 10.42 eV.

Positions of all 16 atoms, in Å:
O 2.3429 1.0467 0.1222
C 2.3453 -0.0873 -0.2766
C 1.3745 -0.6542 -1.2621
H 3.1864 -0.7621 0.0016
H 1.6121 -0.2983 -2.2711
H 1.3669 -1.7430 -1.2915
H 0.3563 -0.2941 -1.0943
H -0.1135 2.2649 2.1674
H -0.3899 1.5953 0.8653
O -0.2479 1.3832 1.7964
H -1.7574 -2.2757 1.7007
H -1.2349 -0.8654 1.5615
O -1.9638 -1.4357 1.2642
H -2.1645 0.5895 -0.3112
H -2.7532 0.8960 -1.7222
O -1.9592 0.6401 -1.2501

=====

The following is a quantum chemistry calculation of 4 unconnected molecules or ions with the total composition C2H10O5 at a distorted geometry, from the OMol25 dataset.

The structure (SMILES) is CC(=O)O.O.O.O. The calculation puts the HOMO energy at -11.11 eV. Its molecular weight is 114.1 g/mol. Its charge is 0. The value obtained for the largest force on an atom is 4.96 eV Å⁻¹. For the HOMO-LUMO gap, the calculation gives 11.32 eV.

Positions of all 17 atoms, in Å:
O -2.0191 -0.6849 0.3310
C -2.1244 0.5086 0.4791
O -3.2864 1.1608 0.4557
C -0.8764 1.3521 0.4483
H -3.8618 0.4755 0.8569
H -0.2899 1.2970 1.3723
H -0.3412 0.7474 -0.2696
H -0.7209 2.3878 0.1197
H 2.2340 0.5626 1.1829
H 3.0057 -0.3186 0.7432
O 2.8077 0.5357 0.3021
H -0.1087 -3.2461 0.7815
H 1.3032 -2.8790 0.2936
O 0.7951 -3.1061 1.0955
H 1.6271 0.9351 -2.4729
H 0.6585 -0.1277 -2.5633
O 1.1977 0.3999 -3.1559

=====

The following is a quantum chemistry calculation of a single C2H11BNO2P3 molecule, from the OMol25 dataset.

The structure (SMILES) is CCB(O)P([PH2]=N)[PH2]=O. The calculation puts the HOMO energy at -8.82 eV. Its molecular weight is 184.8 g/mol. Its charge is 0. The value obtained for the largest force on an atom is 0.72 eV Å⁻¹. For the HOMO-LUMO gap, the calculation gives 9.05 eV.

Positions of all 20 atoms, in Å:
C -2.1695 1.9806 0.8357
C -1.0484 0.9414 0.7702
B -0.9364 0.1584 -0.5699
O -1.7122 0.4608 -1.6551
P 0.3189 -1.3211 -0.8217
P 1.4601 -1.4494 1.0527
N 0.7564 -2.3749 2.0920
P 1.8738 -0.4328 -2.0391
O 2.7801 0.5270 -1.3574
H -2.0659 2.7317 0.0541
H -3.1483 1.5122 0.7407
H -2.1562 2.5019 1.7928
H -1.1419 0.2232 1.5945
H -0.0769 1.4248 0.9412
H -2.0759 -0.2932 -2.1386
H 2.7566 -1.7567 0.5970
H 1.5907 -0.1188 1.4735
H 1.2817 -3.1994 2.3504
H 2.5208 -1.5763 -2.5435
H 1.1927 0.0605 -3.1697

=====

The following is a quantum chemistry calculation of 2 unconnected molecules or ions with the total composition C2H11N2O at a distorted geometry, from the OMol25 dataset.

The calculation puts the HOMO energy at -13.99 eV. Its molecular weight is 79.1 g/mol. Its charge is +1. The value obtained for the largest force on an atom is 2.99 eV Å⁻¹. For the HOMO-LUMO gap, the calculation gives 10.74 eV.

Positions of all 16 atoms, in Å:
C 2.7896 0.2881 -0.5527
N 1.4251 0.8055 -0.8778
H 3.5658 1.0632 -0.6907
H 2.8747 0.1840 0.5673
H 2.9708 -0.7065 -0.9304
H 1.2616 0.8226 -1.8794
H 1.5209 1.7694 -0.5576
H -0.2804 0.0566 -0.1422
N -1.2224 -0.3939 -0.2404
C -1.9142 -0.2268 1.0984
O -3.0039 -1.1089 0.8664
H -1.2200 -1.3742 -0.5207
H -1.7325 0.1492 -0.9745
H -1.3165 -0.6481 1.9221
H -2.3372 0.7672 1.2150
H -3.3815 -1.4474 1.6971

=====

The following is a quantum chemistry calculation of 2 unconnected molecules or ions with the total composition C2H11N2O at a distorted geometry, from the OMol25 dataset.

The calculation puts the HOMO energy at -15.05 eV. Its molecular weight is 79.1 g/mol. Its charge is +1. The value obtained for the largest force on an atom is 3.13 eV Å⁻¹. For the HOMO-LUMO gap, the calculation gives 12.03 eV.

Positions of all 16 atoms, in Å:
C -0.3792 0.0854 -2.1547
N 0.7460 0.5829 -1.3056
H -0.2718 -0.9511 -2.4914
H -1.4369 0.3211 -1.7744
H -0.4465 0.6893 -3.1054
H 0.7773 1.5598 -1.3863
H 1.6975 0.4055 -1.6896
H 0.6044 0.3168 -0.2568
N 0.1802 0.8745 1.3856
C -0.4310 -0.4188 1.7124
O -0.1728 -1.2470 0.5078
H -0.5104 1.5429 1.6772
H 1.0067 1.0106 2.0097
H -0.0685 -0.7788 2.6210
H -1.4215 -0.1321 1.8111
H -0.1696 -2.2101 0.6164